1.
The following is a DFT calculation (ωB97M-V/def2-TZVPD) of a cluster of 2 separate species, C4H13N3O2 in total in a non-equilibrium geometry.

Each line ends with the Mulliken spin population.
Element x y z (Å)
N (1.0378, -2.1956, 2.0575)  0.50
C (0.8198, -1.6517, 0.7829)  0.08
C (1.3933, -0.1818, 0.6078)  0.03
N (0.7996, 0.5626, -0.2941)  0.04
C (-0.5783, 0.4240, -0.8106)  0.01
C (-0.7890, 1.2557, -2.0718)  0.00
N (-0.0826, 0.8242, -3.2417)  0.00
O (2.4348, 0.0940, 1.1622)  0.30
H (0.3061, -2.0420, 2.7608)  0.00
H (1.9298, -1.9519, 2.4796)  0.00
H (-0.2158, -1.7598, 0.5300)  -0.01
H (1.4663, -2.2090, 0.0997)  0.04
H (1.1682, 1.4735, -0.5365)  0.01
H (-0.7098, -0.6365, -1.0478)  0.00
H (-1.2907, 0.6746, -0.0323)  0.00
H (-0.4334, 2.2714, -1.8466)  0.00
H (-1.8640, 1.3831, -2.2404)  0.00
H (-0.2971, -0.1066, -3.5724)  0.00
H (0.9030, 1.0137, -3.2020)  0.00
H (-1.2691, 0.6604, 2.8603)  0.00
H (-2.5686, 1.3830, 3.0616)  0.00
O (-2.1602, 0.7149, 2.4937)  0.00

Results
Multiplicity   2
Total charge   +1
Gap between HOMO and LUMO (alpha / beta)   9.333 / 4.074 eV
Energy above the lowest of the compared OMol25 structures with the same formula, charge and spin   0.00 kcal/mol

---

2.
The following is a DFT calculation (ωB97M-V/def2-TZVPD) of an isolated molecule of C5H6N2.

Each line ends with the natural charge from an NBO analysis.
Element x y z (Å)
C (-1.2668, -0.5410, 0.2805)  -0.18
C (-1.2809, 1.0144, 0.1502)  -0.46
C (0.1802, 0.8446, -0.2261)  0.50
N (1.3425, 1.4290, -0.5137)  -0.59
C (2.2622, 0.4163, -0.6394)  0.11
C (1.5495, -0.8834, -0.2261)  -0.39
N (0.1588, -0.4675, -0.1190)  -0.37
H (-1.8856, -1.0795, -0.4424)  0.21
H (-1.4251, -0.9377, 1.2857)  0.20
H (-1.9194, 1.4302, -0.6312)  0.24
H (-1.4420, 1.5494, 1.0891)  0.24
H (1.9980, -0.9714, 0.7756)  0.25
H (1.7287, -1.8033, -0.7832)  0.24

Results
Gap between HOMO and LUMO   8.277 eV
Energy above the lowest of the compared OMol25 structures with the same formula, charge and spin   94.99 kcal/mol

---

3.
The following is a DFT calculation (ωB97M-V/def2-TZVPD) of a cluster of 2 separate species, C5H11NO in total in a non-equilibrium geometry.

Each line ends with the natural charge from an NBO analysis.
Element x y z (Å)
C (-0.5470, -2.1036, 0.0791)  -0.37
N (-2.1878, -2.0676, 0.1713)  -0.05
O (-1.7158, -3.0134, -0.6347)  -0.30
H (-0.1736, -1.3274, -0.5722)  0.24
H (0.0808, -3.0072, 0.1833)  0.22
H (-0.6890, -1.8505, 1.1664)  0.25
C (-1.1248, 1.3970, 0.3720)  -0.66
C (1.9677, 0.6960, 0.3581)  -0.66
C (1.1131, 1.1006, -0.8072)  -0.20
C (-0.1874, 1.3972, -0.7986)  -0.18
H (1.6327, 1.1515, -1.7606)  0.20
H (-0.6431, 1.6640, -1.7487)  0.20
H (-1.8949, 0.6298, 0.2443)  0.23
H (-1.6414, 2.3579, 0.4496)  0.22
H (-0.6218, 1.2145, 1.3218)  0.21
H (1.4165, 0.6551, 1.2974)  0.21
H (2.4166, -0.2886, 0.1880)  0.21
H (2.7992, 1.3948, 0.4906)  0.22

Results
Gap between HOMO and LUMO (alpha / beta)   8.359 / 8.659 eV
Energy above the lowest of the compared OMol25 structures with the same formula, charge and spin   183.36 kcal/mol

---

4.
The following is a DFT calculation (ωB97M-V/def2-TZVPD) of a structure of composition C17H27BrN5ORuSSi.

Each line ends with the Mulliken spin population.
Element x y z (Å)
Ru (-0.7986, 0.4087, -0.3994)  0.66
C (0.9491, -2.7347, 0.6940)  0.00
C (1.6357, -1.4061, 0.7494)  -0.01
C (2.9544, -1.2589, 1.1577)  0.01
C (3.5330, 0.0035, 1.1606)  0.00
C (2.8208, 1.1256, 0.7542)  0.02
C (1.5113, 0.9244, 0.3597)  -0.05
N (0.9595, -0.3189, 0.3754)  0.01
N (0.5316, 1.7812, -0.1304)  0.18
Si (0.7173, 3.5713, -0.3166)  -0.01
C (1.1072, 4.2403, 1.3759)  0.00
C (-0.9076, 4.2444, -0.9066)  0.00
C (2.0647, 3.8795, -1.5600)  0.01
H (0.7666, -3.1092, 1.7022)  0.00
H (1.5732, -3.4734, 0.1917)  0.00
H (-0.0065, -2.6572, 0.1797)  0.00
H (3.5194, -2.1315, 1.4540)  0.00
H (4.5637, 0.1153, 1.4713)  0.00
H (3.2726, 2.1059, 0.7336)  0.00
H (0.3066, 4.0006, 2.0790)  0.00
H (1.1883, 5.3286, 1.3357)  0.00
H (2.0440, 3.8645, 1.7895)  0.00
H (-1.7389, 3.9056, -0.2833)  0.00
H (-1.1153, 4.0012, -1.9473)  0.00
H (-0.8806, 5.3343, -0.8344)  0.00
H (3.0288, 3.4647, -1.2606)  0.00
H (2.2043, 4.9553, -1.6902)  0.00
H (1.8067, 3.4640, -2.5362)  0.00
O (-0.9219, -1.4307, -6.1478)  0.01
C (-0.7850, -1.1189, -4.8725)  0.03
C (0.1825, -1.6779, -4.0240)  -0.01
C (0.2356, -1.2797, -2.7135)  0.04
N (-0.6191, -0.3651, -2.2187)  -0.04
C (-1.5322, 0.1593, -3.0453)  0.03
Br (-2.5904, 1.4183, -2.1108)  0.00
C (-1.6766, -0.1618, -4.3602)  -0.01
H (-0.2818, -2.0909, -6.4475)  0.00
H (0.8870, -2.4136, -4.3878)  0.00
H (0.9710, -1.6728, -2.0264)  0.00
H (-2.4306, 0.2881, -4.9896)  0.00
C (-0.7467, -1.9589, 3.9228)  0.00
N (-1.3761, -1.2498, 2.8063)  0.00
C (-2.2250, -1.7143, 1.9045)  -0.01
S (-2.6384, -0.7336, 0.5111)  0.12
N (-2.8678, -2.8652, 2.0316)  0.01
C (-3.1697, -3.6006, 3.2683)  0.00
H (0.2486, -1.5430, 4.0620)  0.00
H (-0.6487, -3.0148, 3.6909)  0.00
H (-1.3076, -1.8358, 4.8471)  0.00
H (-1.0841, -0.2970, 2.6569)  0.00
H (-3.4235, -3.1121, 1.2269)  0.00
H (-3.2373, -2.9121, 4.1063)  0.00
H (-2.4343, -4.3747, 3.4741)  0.00
H (-4.1396, -4.0714, 3.1370)  0.00

Results
Multiplicity   2
Total charge   +2
Gap between HOMO and LUMO (alpha / beta)   7.097 / 6.988 eV
Energy above the lowest of the compared OMol25 structures with the same formula, charge and spin   0.00 kcal/mol